Molecular formula: C3H9NO
Method: DFT, ωB97M-V/def2-TZVPD

CARTESIAN COORDINATES (ANGSTROEM)
C 0.49 1.80 1.12
N 0.13 0.61 0.92
C -1.16 0.23 1.49
H -0.15 2.53 1.60
H 1.47 2.12 0.78
H -0.99 -0.56 2.22
H -1.82 -0.17 0.72
H -1.64 1.07 2.00
C 0.70 -1.55 -2.02
O 0.41 -0.20 -1.72
H 1.58 -1.61 -2.65
H 0.87 -2.14 -1.12
H -0.12 -2.01 -2.58
H 0.25 -0.12 -0.76

Output
* SMILES: C=NC.CO
* Kohn-Sham gap: 10.667 eV
* max |F|: 0.65 eV/Å